{"formula": "C8H8OS", "method": "ωB97M-V with the def2-TZVPD basis set", "species": ["C", "C", "C", "C", "C", "C", "C", "C", "O", "S", "H", "H", "H", "H", "H", "H", "H", "H"], "xyz": [[2.53795, 0.40374, -0.43013], [2.48484, -0.98150, -0.30936], [1.38088, 1.12166, -0.32900], [1.32043, -1.61736, -0.07942], [0.18960, 0.47010, -0.09579], [0.13119, -0.92747, 0.07529], [-1.13605, 1.17287, 0.09928], [-2.10043, 0.03564, 0.59687], [-1.09221, -1.42160, 0.28311], [-3.46448, -0.07234, -0.48928], [3.56641, 0.73718, -0.60261], [3.36377, -1.47638, -0.37757], [1.19827, 2.22985, -0.29313], [1.18586, -2.63293, 0.05832], [-1.18569, 1.89745, 0.79209], [-1.68931, 1.68073, -0.84726], [-2.38182, 0.04164, 1.57897], [-4.30922, -0.66130, 0.36961]], "lowdin_charge": [-0.0955, -0.0909, -0.0561, -0.0171, -0.1790, -0.2976, -0.1476, -0.4587, -0.0511, 0.8364, 0.1058, 0.0730, 0.1329, 0.0974, 0.0646, 0.1404, 0.0627, -0.1197], "homo_lumo_gap_ev": 8.717, "e_above_lowest_kcal_mol": 7.0}

=====

{"formula": "C37H30NOP2Pd", "method": "ωB97M-V with the def2-TZVPD basis set", "species": ["Pd", "O", "N", "C", "C", "C", "C", "C", "C", "C", "P", "C", "C", "C", "C", "C", "C", "C", "C", "C", "C", "C", "C", "H", "H", "H", "H", "H", "H", "H", "H", "H", "H", "H", "H", "H", "H", "H", "H", "C", "C", "C", "C", "C", "C", "P", "C", "C", "C", "C", "C", "C", "C", "C", "C", "C", "C", "C", "H", "H", "H", "H", "H", "H", "H", "H", "H", "H", "H", "H", "H", "H"], "xyz": [[-0.53992, 0.67670, 0.41078], [-1.76373, 2.25074, 2.62955], [-0.81058, 1.27399, 2.37948], [-0.54892, 0.67533, 3.47287], [0.38067, -0.42526, 3.74894], [0.49772, -0.71264, 5.11309], [1.29435, -1.74476, 5.57567], [1.97728, -2.53407, 4.66530], [1.86813, -2.26336, 3.30940], [1.09401, -1.21273, 2.82902], [1.14569, -0.84282, 1.03849], [1.22709, -2.47923, 0.26265], [2.20537, -2.81603, -0.66749], [2.17038, -4.05547, -1.29508], [1.14866, -4.94962, -1.01697], [0.15683, -4.60925, -0.10260], [0.19780, -3.38292, 0.53734], [2.77878, -0.07894, 0.82608], [2.83397, 1.26151, 0.45383], [4.05558, 1.91425, 0.34919], [5.22905, 1.22811, 0.61256], [5.18424, -0.11175, 0.98198], [3.96782, -0.76129, 1.09167], [-2.09900, 2.50181, 1.75737], [-1.10587, 1.02689, 4.33723], [-0.05671, -0.11261, 5.82365], [1.36641, -1.93891, 6.63690], [2.58979, -3.35879, 5.00393], [2.38992, -2.90004, 2.60658], [2.99038, -2.11419, -0.91482], [2.94279, -4.31604, -2.00741], [1.12173, -5.91235, -1.51003], [-0.64652, -5.30151, 0.11196], [-0.57869, -3.12284, 1.24872], [1.91957, 1.80057, 0.23247], [4.08565, 2.95558, 0.05813], [6.18222, 1.73325, 0.52977], [6.10038, -0.64972, 1.18619], [3.95143, -1.80461, 1.37884], [1.50654, -0.63109, -5.25205], [0.75964, 0.52701, -5.09707], [-0.07414, 0.67834, -3.99815], [-0.16373, -0.33764, -3.04980], [0.58979, -1.50182, -3.20987], [1.42057, -1.64619, -4.30711], [-1.19681, -0.13924, -1.58874], [-2.16233, -1.65693, -1.36703], [-2.28609, -2.63249, -2.35229], [-3.05728, -3.76220, -2.11656], [-3.70949, -3.92261, -0.90375], [-3.59835, -2.94718, 0.07944], [-2.82531, -1.82181, -0.14980], [-2.23592, 1.30703, -1.71404], [-3.12373, 1.86043, -2.62529], [-3.59874, 3.13433, -2.35907], [-3.15456, 3.83192, -1.23669], [-2.26644, 3.26140, -0.32937], [-1.82496, 1.95219, -0.54007], [2.15389, -0.74592, -6.11127], [0.82367, 1.31775, -5.83243], [-0.64472, 1.59026, -3.87788], [0.51202, -2.30397, -2.48773], [1.99775, -2.55434, -4.42822], [-1.79218, -2.51455, -3.30724], [-3.15036, -4.51589, -2.88725], [-4.31048, -4.80448, -0.72508], [-4.11450, -3.06465, 1.02308], [-2.73503, -1.06198, 0.61863], [-3.42794, 1.32566, -3.51688], [-4.29448, 3.60536, -3.04038], [-3.50070, 4.84526, -1.07676], [-1.91077, 3.86983, 0.49670]], "lowdin_charge": [0.5932, -0.0274, -0.1274, -0.0632, -0.1858, -0.0245, -0.0467, -0.0430, -0.0767, -0.2727, 1.0241, -0.3750, -0.1061, -0.0775, -0.0619, -0.0621, -0.0983, -0.3511, -0.0971, -0.0660, -0.0633, -0.0609, -0.0945, 0.0364, 0.1402, 0.1183, 0.1161, 0.1160, 0.1047, 0.1075, 0.1127, 0.1112, 0.1114, 0.1091, 0.0776, 0.1108, 0.1116, 0.1117, 0.1014, -0.0627, -0.0634, -0.0689, -0.3324, -0.1073, -0.0603, 1.0002, -0.3356, -0.0768, -0.0651, -0.0684, -0.0708, -0.1139, -0.3959, -0.0672, -0.0687, -0.0613, -0.1150, -0.2807, 0.1111, 0.1115, 0.1031, 0.0816, 0.1096, 0.1044, 0.1116, 0.1108, 0.1107, 0.0886, 0.1176, 0.1101, 0.1116, 0.0993], "charge": 1, "homo_lumo_gap_ev": 8.390, "e_above_lowest_kcal_mol": 0.0}